[1]
C11H8NO5Sn as an isolated structure. Source: OMol25; level of theory: the ωB97M-V functional and the def2-TZVPD basis.

The LUMO energy comes out at -14.17 eV. As for the charge: +3. The energy above the lowest of the compared OMol25 structures with the same formula, charge and spin comes out at 2.5956 eV. The multiplicity is 1.

CARTESIAN COORDINATES (ANGSTROEM)
Sn (0.096, 0.140, 0.048)
O (-1.294, 2.036, -2.177)
O (-1.062, -2.494, -1.819)
O (1.896, 1.896, -5.057)
O (-2.407, 0.053, 2.167)
O (1.961, -2.065, 1.557)
N (0.804, 1.776, 1.320)
C (2.035, 2.525, 4.552)
C (1.239, -1.312, 1.023)
C (0.984, 0.374, 4.782)
C (0.648, 0.368, 3.423)
C (1.061, 1.507, 2.680)
C (-1.561, 0.024, 1.355)
C (-0.863, 1.331, -1.348)
C (-0.751, -1.620, -1.130)
C (1.210, 1.770, -4.192)
C (1.728, 2.560, 3.218)
C (1.665, 1.424, 5.359)
H (0.042, 2.404, 1.063)
H (1.399, -0.025, -1.235)
H (0.678, -0.495, 5.376)
H (0.113, -0.469, 3.017)
H (1.912, 1.400, 6.424)
H (1.577, 1.994, 0.676)
H (2.572, 3.351, 5.020)
H (2.015, 3.422, 2.592)

Force components x, y, z for each atom (eV/Å):
4.6 0.4 -1.9
2.8 -4.4 5.0
1.6 4.3 3.3
0.5 0.1 -0.7
5.1 -0.2 -5.2
-4.2 4.5 -3.6
-1.8 -1.9 -4.5
0.4 -0.2 1.9
5.9 -7.2 5.8
-0.7 -1.2 -0.1
1.0 1.9 -0.2
-0.1 -0.8 1.5
-7.7 -0.1 7.0
-5.2 6.9 -7.5
-2.5 -5.5 -4.0
-0.5 -0.2 0.8
0.8 1.1 0.6
0.4 0.9 -0.4
0.2 1.0 0.9
-0.8 0.4 0.9
0.2 0.4 -0.1
-0.2 -0.4 -0.1
-0.1 0.1 -0.4
0.5 0.6 1.0
-0.1 -0.2 -0.2
-0.1 -0.4 0.5

***

[2]
One molecule with the formula C11H8O2. Source: OMol25; level of theory: the ωB97M-V functional and the def2-TZVPD basis.

The LUMO energy (alpha / beta) comes out at 0.90 / -2.48 eV. As for the charge: 0. The multiplicity is 3.

CARTESIAN COORDINATES (ANGSTROEM)
O (-2.132, 2.403, -0.359)
O (-3.730, 0.793, -0.041)
C (1.804, 1.175, -1.212)
C (-1.550, 0.065, 0.117)
C (-3.587, -0.576, 0.091)
C (0.750, 0.381, 1.285)
C (2.595, 1.146, -0.092)
C (0.521, 0.712, -1.131)
C (-2.431, 1.276, -0.083)
C (-0.064, 0.334, 0.163)
C (2.102, 0.728, 1.210)
C (-2.256, -1.036, -0.650)
C (-2.342, -1.068, 0.798)
H (-4.427, -1.238, -0.066)
H (2.107, 1.643, -2.130)
H (-0.213, 0.813, -1.868)
H (0.574, 0.072, 2.301)
H (-1.938, -1.679, -1.356)
H (2.819, 0.451, 1.929)
H (3.507, 1.629, -0.075)
H (-2.226, -1.638, 1.624)

Force components x, y, z for each atom (eV/Å):
-0.4 -0.7 0.5
0.0 1.1 0.3
-0.1 -0.1 0.0
1.0 0.1 0.7
2.4 -2.4 -1.6
0.9 -0.2 0.7
-0.2 0.5 -1.2
0.2 0.2 0.0
-0.1 0.2 -0.3
-0.9 -0.8 1.8
-1.8 -0.8 -0.9
-1.8 1.9 2.9
-1.3 3.5 -2.2
-0.3 0.5 0.3
0.5 0.0 -0.2
-0.5 0.3 -1.5
-1.4 -0.3 0.1
0.8 -2.0 -2.2
0.4 -0.2 1.1
1.9 1.0 -0.3
0.8 -1.8 2.2

***

[3]
C11H9Br2F6N4O5PbS3 as an isolated structure. Source: OMol25; level of theory: the ωB97M-V functional and the def2-TZVPD basis.

The LUMO energy comes out at 2.44 eV. As for the charge: -1. The energy above the lowest of the compared OMol25 structures with the same formula, charge and spin comes out at 0.1699 eV. The multiplicity is 1.

CARTESIAN COORDINATES (ANGSTROEM)
Pb (-0.375, 0.280, 2.142)
Br (0.454, 4.460, 2.360)
Br (-2.207, 2.973, 1.357)
S (2.923, 1.283, 0.267)
S (-1.482, -1.311, 4.068)
S (2.447, -1.435, 0.386)
F (5.412, 0.944, -0.557)
F (5.120, 0.622, 1.563)
F (5.105, 2.635, 0.762)
F (0.714, -1.999, -1.514)
F (1.584, -3.702, -0.503)
F (2.749, -2.593, -1.954)
O (2.654, 2.326, -0.672)
O (2.385, 1.371, 1.598)
O (3.623, -2.096, 0.873)
O (-0.254, 0.908, -0.146)
O (1.325, -1.374, 1.307)
N (-2.177, -0.960, 1.101)
N (-3.614, -2.838, 3.748)
N (-3.031, -1.787, 1.842)
N (2.717, -0.117, -0.422)
C (-0.835, 0.567, -1.237)
C (-2.065, -0.121, -3.714)
C (-2.503, -0.995, -0.151)
C (-0.528, 3.781, 0.847)
C (4.751, 1.366, 0.522)
C (-0.377, 1.097, -2.480)
C (-1.939, -0.329, -1.290)
C (1.833, -2.484, -0.991)
C (-2.766, -1.972, 3.088)
C (-2.524, -0.647, -2.534)
C (-0.971, 0.763, -3.666)
H (-3.622, -2.771, 4.750)
H (-3.346, -1.650, -0.373)
H (-0.756, 4.613, 0.195)
H (0.480, 1.758, -2.442)
H (-0.585, 1.186, -4.588)
H (-3.360, -1.339, -2.541)
H (-4.487, -3.029, 3.285)
H (0.054, 2.998, 0.368)
H (-2.525, -0.386, -4.656)

Force components x, y, z for each atom (eV/Å):
0.3 0.2 -0.3
0.0 0.0 0.0
-0.2 0.2 0.0
-0.2 -0.2 -0.3
-0.1 -0.2 0.0
0.4 0.1 0.1
0.0 0.1 0.0
0.0 0.0 0.0
0.0 -0.1 0.0
0.0 0.0 0.0
0.0 0.0 0.0
0.0 0.0 0.0
0.1 0.1 0.0
0.0 0.1 0.1
-0.1 0.0 -0.1
0.1 -0.1 0.4
-0.2 -0.1 0.1
-0.2 -0.2 0.0
0.1 -0.1 0.0
0.1 0.1 -0.1
0.0 -0.1 0.2
-0.1 0.0 -0.4
0.1 0.1 0.0
0.0 0.0 0.1
0.1 -0.1 0.1
0.0 0.0 0.0
0.0 0.0 0.2
0.1 0.0 0.0
0.0 0.0 -0.1
0.1 0.0 0.2
0.0 0.0 0.0
-0.1 -0.1 -0.1
0.0 0.0 0.0
0.0 0.0 0.0
0.0 0.0 0.0
0.0 0.0 0.0
0.0 0.0 0.0
0.0 0.0 0.0
0.0 0.0 0.0
0.0 0.1 0.0
0.0 0.0 0.0

***

[4]
A 10-piece molecular cluster, C11H9BrCl37N3Si overall. Source: OMol25; level of theory: the ωB97M-V functional and the def2-TZVPD basis.

The LUMO energy comes out at 0.01 eV. As for the charge: 0. As for the SMILES: NC(N)(N)C[Si@@H](Cl)Br.ClC(Cl)(Cl)Cl.ClC(Cl)(Cl)Cl.ClC(Cl)(Cl)Cl.ClC(Cl)(Cl)Cl.ClC(Cl)(Cl)Cl.ClC(Cl)(Cl)Cl.ClC(Cl)(Cl)Cl.ClC(Cl)(Cl)Cl.ClC(Cl)(Cl)Cl. The multiplicity is 1.

CARTESIAN COORDINATES (ANGSTROEM)
Br (0.289, 2.290, 0.764)
Cl (10.548, 0.959, -5.457)
Cl (5.899, -4.061, -0.564)
Cl (-8.787, 4.100, 1.313)
Cl (-1.047, -5.864, 1.698)
Cl (3.922, -0.165, -3.956)
Cl (-1.251, -2.177, 0.417)
Cl (-7.245, -3.238, -1.952)
Cl (-2.971, -2.843, -1.827)
Cl (6.542, -1.644, -1.974)
Cl (-5.277, -4.800, -0.546)
Cl (-2.670, -0.124, -1.007)
Cl (-9.827, 3.298, 3.878)
Cl (11.202, -1.104, -3.553)
Cl (4.914, 2.535, -4.060)
Cl (-0.310, -4.769, -0.857)
Cl (-6.345, -2.414, 0.659)
Cl (4.964, 4.274, -0.023)
Cl (2.975, 0.199, 4.310)
Cl (1.542, -2.295, 4.133)
Cl (9.353, -1.654, -5.696)
Cl (1.016, -0.477, 6.308)
Cl (-7.213, 2.420, 3.042)
Cl (-9.565, 1.363, 1.760)
Cl (6.397, -1.634, 0.900)
Cl (-1.666, -7.304, -0.719)
Cl (3.515, -1.911, 6.200)
Cl (-8.007, -4.754, 0.379)
Cl (5.980, 1.854, -1.189)
Cl (6.236, 0.482, -5.569)
Cl (8.577, 0.085, -3.544)
Cl (-0.457, -1.486, -2.288)
Cl (1.061, -7.104, 0.178)
Cl (4.540, 1.760, 1.317)
Cl (8.570, -2.982, -0.431)
Cl (3.613, 1.379, -6.366)
Cl (3.110, 2.361, -1.099)
Cl (-0.832, 1.391, 3.935)
Si (-1.354, 2.521, 2.266)
N (-3.831, 4.276, 1.220)
N (-3.176, 2.904, -0.597)
N (-5.117, 2.479, 0.552)
C (4.647, 2.554, -0.256)
C (4.669, 1.054, -4.986)
C (6.852, -2.581, -0.515)
C (9.922, -0.427, -4.561)
C (-3.739, 2.936, 0.720)
C (-8.855, 2.798, 2.496)
C (-0.483, -6.257, 0.070)
C (-1.827, -1.663, -1.183)
C (-3.018, 1.937, 1.662)
C (-6.720, -3.803, -0.365)
C (2.263, -1.122, 5.239)
H (-3.617, 1.613, 2.478)
H (-2.840, 1.040, 1.102)
H (-3.658, 3.576, -1.159)
H (-2.198, 3.131, -0.574)
H (-1.405, 3.919, 2.710)
H (-5.039, 1.482, 0.421)
H (-4.248, 4.332, 2.124)
H (-2.968, 4.768, 1.171)
H (-5.554, 2.583, 1.449)

Force components x, y, z for each atom (eV/Å):
-0.5 0.1 0.3
0.0 0.0 0.0
-0.1 -0.1 0.0
0.0 0.0 0.0
0.0 0.0 0.1
0.0 -0.1 0.1
-0.2 0.5 0.1
0.0 0.0 0.0
0.1 0.0 0.0
-0.3 -0.2 0.1
-0.1 -0.2 0.1
0.2 0.1 -0.4
0.0 0.0 0.0
0.0 0.0 0.0
-0.1 0.1 -0.5
0.4 -0.6 -0.2
0.0 0.1 0.0
0.0 0.1 0.0
0.0 0.0 0.0
0.0 0.0 0.0
0.0 0.0 0.0
0.0 0.0 0.1
-0.1 -0.1 0.4
0.0 -0.1 0.0
0.0 0.1 0.1
-0.1 0.0 0.0
0.0 0.0 0.0
0.0 0.0 0.0
-0.1 -0.1 0.5
-0.4 0.0 -0.2
0.6 0.1 0.2
0.0 0.0 0.1
0.1 0.0 0.0
0.0 -0.1 0.0
0.0 0.0 0.0
0.0 0.0 0.0
0.1 -0.1 -0.1
-0.1 0.2 -0.4
0.1 -0.5 0.6
-0.4 0.3 -0.5
0.6 -0.6 0.3
0.3 0.1 -0.1
0.1 0.0 0.0
0.0 0.1 -0.2
0.0 0.0 0.0
0.0 0.1 0.0
-1.0 -0.6 0.1
-0.1 0.1 -0.1
-0.1 0.0 0.0
-0.2 0.0 0.2
1.5 0.7 -1.0
0.0 0.0 0.0
0.0 0.0 0.0
-0.6 0.2 1.0
0.2 -0.6 -0.3
-0.3 0.4 -0.4
0.5 0.1 -0.2
0.2 0.1 0.0
-0.3 -0.4 -0.3
-0.1 0.2 0.6
0.6 0.4 0.2
-0.4 0.1 0.1

***

[5]
C11H9ClF6N2O7PdS2 as an isolated structure. Source: OMol25; level of theory: the ωB97M-V functional and the def2-TZVPD basis.

The LUMO energy (alpha / beta) comes out at -2.43 / -2.60 eV. As for the charge: 0. The energy above the lowest of the compared OMol25 structures with the same formula, charge and spin comes out at 2.4213 eV. The multiplicity is 1.

CARTESIAN COORDINATES (ANGSTROEM)
Pd (0.386, -0.764, 0.246)
Cl (-1.416, 6.406, -0.575)
S (3.020, -1.399, 0.537)
S (1.069, -3.132, 1.462)
F (2.351, 1.058, 1.375)
F (4.215, 0.276, 2.112)
F (-0.707, -3.953, 3.183)
F (4.055, 0.929, 0.047)
F (-1.484, -2.512, 1.785)
F (-0.212, -1.858, 3.414)
O (-1.750, -0.621, -0.775)
O (2.465, -1.386, -0.807)
O (-0.613, 0.531, 1.580)
O (4.223, -2.122, 0.756)
O (1.751, -4.223, 2.067)
O (0.568, -3.293, 0.108)
O (0.631, 0.954, -1.058)
N (-1.121, -1.977, -2.470)
N (1.845, -1.713, 1.624)
C (-0.072, 4.384, -1.811)
C (-0.812, 4.779, -0.676)
C (-3.312, -2.288, -1.482)
C (-0.825, 1.737, 1.378)
C (-1.994, -1.564, -1.532)
C (-0.437, -2.828, 2.541)
C (3.423, 0.349, 1.051)
C (0.163, 2.128, -0.900)
C (-1.045, 3.890, 0.324)
C (-0.567, 2.559, 0.246)
C (0.396, 3.107, -1.914)
H (-3.778, -2.325, -2.467)
H (-3.965, -1.780, -0.780)
H (-0.199, -1.574, -2.500)
H (0.966, 2.782, -2.776)
H (-1.613, 4.196, 1.194)
H (-3.150, -3.312, -1.138)
H (0.115, 5.104, -2.597)
H (-1.283, 2.275, 2.218)
H (-1.287, -2.820, -2.989)

Force components x, y, z for each atom (eV/Å):
0.3 2.7 0.4
0.0 0.0 0.0
0.7 -0.4 0.2
0.0 -1.1 0.0
0.0 0.1 0.0
0.0 0.1 -0.1
0.0 0.0 0.0
0.1 0.0 -0.1
0.0 0.1 0.0
0.0 0.0 0.1
-0.1 -0.5 -0.1
-0.5 0.2 0.3
0.6 -1.2 -0.3
-0.1 0.0 0.0
0.1 0.1 0.0
0.0 -0.1 0.3
-0.1 -0.2 -0.2
0.0 -0.1 0.1
-0.8 0.2 -0.5
0.0 -0.1 0.0
0.0 0.0 0.0
0.0 -0.1 0.0
0.0 0.5 -0.5
-0.2 0.3 -0.1
0.1 0.1 0.0
-0.1 -0.2 0.3
0.0 -0.3 -0.1
-0.1 0.2 0.1
-0.1 -0.2 0.3
0.0 0.0 -0.1
0.0 0.0 0.0
0.0 0.0 0.0
0.1 0.1 0.0
0.0 0.1 0.0
0.0 0.0 0.0
0.0 0.0 0.0
0.0 0.0 0.0
-0.1 -0.2 0.1
0.0 0.0 0.0

***

[6]
One molecule with the formula C11H9ClO2. Source: OMol25; level of theory: the ωB97M-V functional and the def2-TZVPD basis.

The LUMO energy comes out at -0.39 eV. As for the charge: 0. As for the SMILES: C[C@@]1(Cl)OC(=O)C=C1c1ccccc1. The multiplicity is 1.

CARTESIAN COORDINATES (ANGSTROEM)
Cl (-2.064, 2.070, 0.872)
O (-3.213, 0.072, -0.352)
O (-3.892, -2.014, -0.085)
C (0.573, -0.247, 0.391)
C (-0.853, -0.449, 0.137)
C (1.394, -1.390, 0.456)
C (-1.648, -1.466, 0.503)
C (3.335, 0.058, 0.665)
C (2.760, -1.206, 0.507)
C (-1.438, 1.272, -1.700)
C (-2.012, 0.759, -0.380)
C (-3.013, -1.235, 0.073)
C (2.487, 1.174, 0.694)
C (1.139, 1.009, 0.601)
H (3.328, -2.017, 0.421)
H (0.432, 1.919, 0.614)
H (-1.048, 0.500, -2.193)
H (-2.332, 1.743, -2.230)
H (-0.696, 2.135, -1.548)
H (4.349, 0.061, 0.646)
H (2.800, 2.139, 0.717)
H (-1.545, -2.442, 0.981)
H (1.158, -2.447, 0.209)

Force components x, y, z for each atom (eV/Å):
-0.2 -0.2 -0.3
0.9 0.6 -0.6
-0.5 -0.6 0.5
-0.4 -1.1 0.2
-2.9 1.4 1.3
0.5 -0.1 -1.3
0.4 0.0 -0.2
-3.4 -0.5 -0.5
-1.9 3.5 1.0
-3.4 5.2 1.8
3.7 -1.8 1.4
-0.8 0.3 -1.0
0.3 -2.7 0.1
-2.4 1.2 -0.6
2.5 -3.2 -0.2
1.4 -1.6 0.0
1.6 -2.9 -2.3
1.3 -0.7 0.2
-1.0 -1.6 0.0
2.9 0.7 0.1
1.4 2.6 0.3
0.8 0.4 -0.2
-0.9 1.0 0.4

***

For the records above, the corresponding maximum force values read 11.38 4.35 0.45 1.94 2.78 6.44 eV Å⁻¹.